Record 1
This record from the OMol25 dataset describes C23H28GeO7P2PdSe2 as an isolated structure at a distorted geometry. The level of theory is ωB97M-V/def2-TZVPD.

**Gap between HOMO and LUMO (alpha / beta)**: 7.79 / 6.00 eV
**Expectation value of S²**: 6.03
**LUMO (alpha / beta)**: 0.25 / -2.86 eV
**Molecular weight**: 815.37 g mol⁻¹
**Energy relative to the best compared isomer or geometry (same formula, charge and spin)**: 41.7 kcal per mole
**Total energy**: -247904.4797 eV
**HOMO energy (alpha / beta)**: -7.54 / -8.86 eV

Structure (ORCA input):
```
! RIJCOSX wB97M-V def2-TZVPD def2/J DEFGRID3
* xyz 0 5
Pd 0.6532 -1.3277 0.5944
O 2.5110 -0.5470 2.9101
P 2.7546 -2.0812 2.4770
O 3.9005 -2.6356 3.1938
O 2.6276 -2.1270 0.9312
O 1.2864 -2.7063 2.8723
P 0.7765 -4.0429 2.0479
O -0.5450 -4.3932 2.9000
O 1.7539 -5.1306 2.0829
O 0.2353 -3.4663 0.7255
H 3.0956 -0.3551 3.6577
H -0.3303 -5.0657 3.5632
C -4.1972 1.2935 1.7311
Se -1.9858 1.2452 1.7251
C -1.9743 -0.2490 2.9734
C -2.6375 -1.5028 2.4305
Se -2.2434 -1.7743 0.5357
C -2.6627 -3.6611 0.4631
H -4.3927 2.2715 1.3109
H -4.4476 1.2106 2.7834
H -4.5332 0.4702 1.1135
H -2.4739 0.0893 3.8821
H -0.9255 -0.4413 3.2080
H -3.7227 -1.4432 2.5107
H -2.2806 -2.3810 2.9692
H -2.2284 -4.1759 1.3136
H -2.2170 -4.0430 -0.4512
H -3.7456 -3.7638 0.4350
C -0.1029 0.6879 1.1141
Ge 0.4308 1.0679 -0.8014
C -1.1048 0.9842 -1.9717
C -1.6896 -0.1862 -2.4524
C -2.7975 -0.1418 -3.2837
C -3.3493 1.0791 -3.6433
C -2.7862 2.2541 -3.1712
C -1.6728 2.2049 -2.3438
C 1.8952 -0.1206 -1.2736
C 3.1815 0.2265 -0.8164
C 4.2590 -0.5755 -1.1057
C 4.0795 -1.7576 -1.8306
C 2.8293 -2.1217 -2.2803
C 1.7356 -1.3010 -2.0089
C 1.0957 2.8886 -0.7774
C 1.0478 3.7063 0.3467
C 1.5613 4.9973 0.3047
C 2.1282 5.4786 -0.8636
C 2.1820 4.6727 -1.9931
C 1.6703 3.3853 -1.9489
H 0.5994 0.9856 1.8980
H -1.2916 -1.1582 -2.1780
H -3.2347 -1.0622 -3.6479
H -4.2156 1.1138 -4.2907
H -3.2101 3.2108 -3.4464
H -1.2471 3.1353 -1.9897
H 3.3239 1.1267 -0.2296
H 5.2457 -0.3070 -0.7537
H 4.9310 -2.3950 -2.0279
H 2.6912 -3.0411 -2.8315
H 0.7602 -1.5773 -2.4000
H 0.5995 3.3495 1.2664
H 1.5191 5.6262 1.1841
H 2.5314 6.4823 -0.8971
H 2.6255 5.0464 -2.9064
H 1.7281 2.7685 -2.8391
*
```

---

Record 2
This record from the OMol25 dataset describes one molecule with the formula C15H16F3NO4 at a distorted geometry. The level of theory is ωB97M-V/def2-TZVPD.

**Gap between HOMO and LUMO**: 7.38 eV
**LUMO**: -1.78 eV
**Molecular weight**: 331.29 g mol⁻¹
**Energy relative to the best compared isomer or geometry (same formula, charge and spin)**: 233.9 kcal per mole
**Total energy**: -33631.2259 eV
**SMILES**: C=CC1=C(C[C@H]2CO2)C(=O)C(C[C@@H](O)C(F)(F)F)=C(CN)C1=O
**HOMO energy**: -9.16 eV

Structure (ORCA input):
```
! RIJCOSX wB97M-V def2-TZVPD def2/J DEFGRID3
* xyz 0 1
C 0.1320 -0.4115 4.6464
C 1.0275 -0.6496 3.4456
C 0.4222 -0.8564 1.9293
C 1.2609 -0.5576 0.7058
C 2.8045 -0.0061 0.7355
C 3.7444 -1.3484 0.0314
C 4.7226 -0.8869 -1.3266
O 5.2967 -1.2335 0.1750
C 0.5568 -0.7852 -0.7572
O 1.1499 -1.2178 -1.8726
C -1.0665 -0.3918 -0.8482
C -1.5490 0.3159 -2.2473
C -0.7113 1.7578 -2.3371
O 0.3707 1.6956 -3.3745
C -1.6820 3.0701 -2.4857
F -1.9584 3.4069 -3.9035
F -0.9447 4.2242 -1.8488
F -2.9200 2.8963 -1.6554
C -1.9119 -0.6745 0.3433
C -3.5069 -0.2987 0.2847
N -4.3434 -0.9440 1.3890
C -1.1478 -1.3614 1.6524
O -1.6830 -2.2908 2.4480
H 0.6438 -0.3932 5.7077
H -1.0251 -0.2452 4.5663
H 2.2032 -0.6886 3.6228
H 2.9977 0.9110 0.0214
H 3.2652 0.1120 1.8047
H 3.2041 -2.4802 0.0006
H 5.0624 -1.8968 -1.8422
H 5.3413 0.1048 -1.2716
H -2.7057 0.4468 -2.3666
H -1.1537 -0.3558 -3.1354
H -0.1231 1.8949 -1.3072
H 1.2546 1.9415 -2.9246
H -3.6669 0.8609 0.2625
H -3.9527 -0.7137 -0.7385
H -4.0842 -1.9724 1.4768
H -5.3240 -0.9787 0.9937
*
```

---

Record 3
This record from the OMol25 dataset describes a 9-piece molecular cluster, C7H25NO8 overall at a distorted geometry. The level of theory is ωB97M-V/def2-TZVPD.

**Gap between HOMO and LUMO**: 8.64 eV
**LUMO**: 0.36 eV
**Molecular weight**: 251.28 g mol⁻¹
**Energy relative to the best compared isomer or geometry (same formula, charge and spin)**: 33.0 kcal per mole
**Total energy**: -25533.8691 eV
**SMILES**: C/C=C/c1cc[nH]c1.O.O.O.O.O.O.O.O
**HOMO energy**: -8.28 eV

Structure (ORCA input):
```
! RIJCOSX wB97M-V def2-TZVPD def2/J DEFGRID3
* xyz 0 1
C -1.3658 0.8229 -3.6776
C -0.4115 0.6804 -2.5427
C 0.0267 -0.4770 -2.0299
C 0.9933 -0.4873 -0.9251
C 0.8834 0.3400 0.2648
C 1.7884 -0.1718 1.1687
N 2.5368 -1.1244 0.5448
C 2.0406 -1.3523 -0.7042
H -0.9469 0.3187 -4.5551
H -2.3499 0.3779 -3.5469
H -1.4919 1.8754 -3.9379
H 0.0861 1.5743 -2.1750
H -0.1709 -1.4331 -2.5047
H -0.0418 0.8882 0.3612
H 2.0089 0.2921 2.1113
H 3.3773 -1.5272 0.9206
H 2.5513 -1.9284 -1.4590
O 3.7114 1.9393 -0.1581
H 3.6331 1.0767 0.2610
H 4.0172 1.6863 -1.0385
O -1.7591 2.8196 0.3124
H -0.9053 3.1031 0.6615
H -1.5276 2.5223 -0.5738
O 0.6470 -1.4260 3.3844
H 0.5371 -0.7497 4.0493
H -0.1087 -1.3663 2.7953
O -2.2941 -0.5865 0.8907
H -3.2209 -0.5480 0.6405
H -2.1692 -1.5429 0.7864
O 1.2212 3.7348 -0.0439
H 1.9286 3.6489 0.6002
H 1.2756 2.9912 -0.6436
O -1.5453 0.5967 3.4086
H -1.6728 0.7162 2.4601
H -2.3094 0.9637 3.8592
O -2.3195 -3.2856 -1.3427
H -1.6897 -2.7337 -0.8666
H -2.8932 -2.6670 -1.7986
O -0.9925 -3.1502 1.4646
H -0.2365 -2.5585 1.4792
H -0.8415 -3.8530 2.0990
*
```